No. 1
Below is the molecule C16H12O6 in a non-equilibrium geometry, with properties calculated with wB97M-V/def2-TZVPD.

```
! wB97M-V def2-TZVPD RIJCOSX def2/J DEFGRID3
* xyz 0 1
O -4.64137 -3.28480 -0.58575
C -3.60482 -2.63985 -0.42801
C -3.12836 -1.79120 -1.51585
C -1.92142 -1.09322 -1.45708
C -1.42585 -0.02112 -2.39505
C -0.13378 0.47881 -1.75782
O 0.98028 -0.00631 -2.53130
C 0.04384 1.99987 -1.50493
O 1.23601 2.31322 -0.75458
C 1.59919 1.50311 0.30339
C 0.97666 0.23478 0.56395
C 1.37363 -0.46255 1.71636
C 2.35649 0.05287 2.57762
C 3.02388 1.23491 2.28520
O 3.97755 1.73043 3.09660
C 2.59124 1.99382 1.19342
O 3.10772 3.25041 0.92220
C -0.08975 -0.19870 -0.39087
C -1.09466 -1.10779 -0.26122
C -1.44486 -2.02673 0.91248
C -2.76425 -2.74739 0.77755
O -3.05017 -3.40630 1.77391
H -3.80091 -1.72961 -2.34249
H -2.13581 0.83194 -2.54535
H -1.28276 -0.41994 -3.37913
H 1.80158 0.31263 -2.07003
H 0.10312 2.49571 -2.44591
H -0.81535 2.37945 -0.94679
H 0.88493 -1.40100 1.99194
H 2.71115 -0.47662 3.44810
H 4.17948 2.63192 2.74084
H 2.60717 3.61090 0.12685
H -0.66802 -2.80089 1.02849
H -1.55181 -1.44076 1.85326
*
```

Calculated values
SMILES: O=C1C=C2C[C@@]3(O)COc4c(ccc(O)c4O)C3=C2CC1=O
E (eV): -29070.14680
E_HOMO (eV): -8.36
ΔE to the lowest compared entry with this formula, charge and spin (kJ/mol): 0.0
Frontier orbital gap (eV): 7.251


No. 2
Below is a structure of composition C16H13AuCl2MnO3P in a non-equilibrium geometry, with properties calculated with wB97M-V/def2-TZVPD.

```
! wB97M-V def2-TZVPD RIJCOSX def2/J DEFGRID3
* xyz 4 7
Au -0.18611 0.03728 -5.23938
Mn -0.21647 0.56394 -1.77519
Cl -0.86767 -1.22496 -3.40551
Cl -1.10529 1.93549 -3.37337
C 1.26688 1.77150 -1.84873
C 0.42839 -1.08769 -6.69587
C 0.25780 1.40315 -6.58150
O 2.15903 2.51460 -1.73960
O 0.76738 -1.91563 -7.42210
O 0.60213 2.21929 -7.31560
C 2.24484 -0.37550 0.44821
P 0.43625 -0.23057 0.29142
C -0.22660 -1.71647 1.15070
C -0.04976 -1.80147 2.54163
C -0.43454 -2.96229 3.22641
C -1.06000 -4.00565 2.53330
C -1.28081 -3.89171 1.16041
C -0.88191 -2.75357 0.46441
C -0.07664 1.22419 1.28114
C -1.34706 1.78218 1.02675
C -1.71155 2.99877 1.60101
C -0.82712 3.65944 2.46956
C 0.43259 3.10375 2.73193
C 0.79088 1.87411 2.16678
H 2.56558 -1.23988 -0.15215
H 2.58568 -0.53647 1.48408
H 2.71589 0.52252 0.02054
H 0.39493 -0.96484 3.09840
H -0.23015 -3.04833 4.29084
H -1.35493 -4.90341 3.07137
H -1.75301 -4.71624 0.63847
H -1.06799 -2.66040 -0.60821
H -2.05067 1.27530 0.35464
H -2.68207 3.45425 1.37714
H -1.13476 4.60206 2.93200
H 1.13415 3.64582 3.37904
H 1.76268 1.44747 2.41700
*
```

Calculated values
E (eV): -92242.66669
E_HOMO (alpha / beta) (eV): -21.30 / -21.86
Expectation value of S²: 12.094
Frontier orbital gap (alpha / beta) (eV): 7.639 / 5.117


No. 3
Below is a structure of composition C16H13BeN4O3S5 in a non-equilibrium geometry, with properties calculated with wB97M-V/def2-TZVPD.

```
! wB97M-V def2-TZVPD RIJCOSX def2/J DEFGRID3
* xyz -1 1
Be -0.89494 -0.09897 -0.72826
O -0.67514 3.19421 1.65293
C -0.46765 2.30836 0.94435
N -1.10373 1.22079 0.90730
C -1.34569 0.31212 2.03804
C -2.13056 -0.85827 1.78882
C -2.91782 -1.52686 2.70624
C -3.40689 -2.65009 2.32595
C -3.18197 -3.03106 1.12855
C -2.45937 -2.66380 0.20914
N -1.77057 -1.07756 0.64950
C -0.14205 2.95834 -0.47714
C 0.45017 4.22580 -0.54261
C 0.25100 4.46450 -2.13278
C 0.24640 3.43373 -3.24253
C -0.32798 2.11680 -2.59518
N -0.20395 1.56638 -1.31523
H -1.99270 1.60151 2.82488
H -0.64756 0.37339 2.83719
H -2.57634 -0.96258 3.60753
H -3.78784 -3.30770 2.95647
H -3.62502 -4.10289 0.66712
H -1.88702 -2.70645 -0.50983
H -0.35074 5.01345 -0.13253
H 0.99590 5.18343 -2.54043
H 0.44217 3.43230 -4.35076
H -0.27971 0.97729 -3.64516
O -0.39700 -0.88857 -1.93415
N -2.00987 -0.71696 -2.38841
O -2.51745 0.40115 -1.42414
C 4.18538 0.22278 1.59391
S 3.77855 -1.84798 2.20307
C 3.12450 -2.29570 0.14655
C 1.72642 -1.38147 -0.52859
S 1.16853 0.06648 0.08902
S 1.93527 -2.18386 -2.09254
C 2.62086 -3.81273 -1.48971
S 2.83261 -4.43145 -2.97423
S 4.11584 -3.68526 -0.47400
H 4.23325 0.43482 2.44950
H 3.49994 0.32741 0.73509
H 5.49278 0.39519 1.05706
*
```

Calculated values
E (eV): -83452.75907
E_HOMO (alpha / beta) (eV): -4.30 / -4.21
Frontier orbital gap (alpha / beta) (eV): 4.657 / 4.600


No. 4
Below is the molecule C16H13ClN2O2 in a non-equilibrium geometry, with properties calculated with wB97M-V/def2-TZVPD.

```
! wB97M-V def2-TZVPD RIJCOSX def2/J DEFGRID3
* xyz 0 1
C 5.69955 -1.92376 -1.70098
O 5.05647 -1.60613 -0.46193
C 3.68381 -1.51756 -0.44207
C 3.08706 -1.50839 0.81323
C 1.72275 -1.35368 0.94711
C 0.91155 -1.14447 -0.16167
C -0.51971 -1.12639 -0.03813
C -1.09279 -2.38965 -0.30774
N -1.56035 -3.42951 -0.55289
C -1.23395 -0.00471 0.37186
C -0.48853 1.23730 0.65587
C -1.11871 2.37785 1.02917
C -2.56507 2.49270 1.09489
N -3.01779 3.66846 1.45966
O -4.40702 4.00624 1.52784
C -3.38678 1.32437 0.63777
C -4.88197 1.47828 0.46533
C -2.74576 0.10964 0.40285
Cl -3.74218 -1.23593 -0.05242
C 1.47856 -1.09586 -1.44343
C 2.88221 -1.33865 -1.59291
H 6.77978 -1.98771 -1.59846
H 5.32500 -2.85327 -2.10722
H 5.50130 -1.09256 -2.36596
H 3.66170 -1.66339 1.70033
H 1.22455 -1.38294 1.93585
H 0.57255 1.29132 0.63091
H -0.58838 3.30432 1.24412
H -4.57838 4.96004 1.55662
H -5.16619 2.39740 -0.07827
H -5.34450 0.65357 -0.13612
H -5.30565 1.46598 1.45359
H 0.85054 -0.83155 -2.27860
H 3.30634 -1.28136 -2.60820
*
```

Calculated values
SMILES: COc1ccc(/C(C#N)=C2C=C/C(=N/O)C(C)=C\2Cl)cc1
E (eV): -36396.42037
E_HOMO (eV): -8.27
ΔE to the lowest compared entry with this formula, charge and spin (kJ/mol): 112.7
Frontier orbital gap (eV): 7.047


No. 5
Below is a structure of composition C16H13F9IrN2O5 in a non-equilibrium geometry, with properties calculated with wB97M-V/def2-TZVPD.

```
! wB97M-V def2-TZVPD RIJCOSX def2/J DEFGRID3
* xyz 1 5
Ir -0.41678 -0.08344 0.60202
O 0.28918 4.23509 1.46527
C -0.09470 2.99506 1.39171
O 0.33898 2.23051 0.57327
C -1.20899 2.52193 2.29785
C -1.87627 3.29344 3.21784
C -2.94846 2.69313 3.91830
C -3.34625 1.40964 3.60782
C -2.56550 0.69287 2.69600
N -1.55665 1.24845 2.07869
C -2.90596 -0.66747 2.18125
O -3.88782 -1.24660 2.51756
O -2.00918 -1.11593 1.35979
H 0.88192 4.45043 0.73138
H -1.52656 4.31645 3.36523
H -3.54377 3.20948 4.65291
H -4.24426 0.97661 4.06645
C -1.51059 -0.88263 -4.62019
C -0.08698 -0.36721 -4.23112
C 0.23557 0.97482 -4.84576
C 0.98052 -1.45371 -4.50181
C -0.16572 -0.14750 -2.77764
N -0.26228 -0.09887 -1.61995
H -1.54710 -0.87023 -5.70136
H -2.22505 -0.20782 -4.18409
H -1.63611 -1.88957 -4.24373
H -0.24549 0.91216 -5.86906
H 1.28283 1.27951 -4.87464
H -0.46654 1.74065 -4.43331
H 0.97151 -1.74671 -5.56079
H 0.67851 -2.38234 -3.99008
H 2.01247 -1.10741 -4.27675
F 0.32105 -2.84229 1.50966
C 1.10062 -2.27721 2.41109
F 0.33086 -1.41859 3.14281
F 1.59335 -3.23194 3.16794
C 2.15719 -1.41924 1.61891
O 1.53230 -0.25403 1.13637
C 2.80268 -2.25267 0.39992
F 2.90743 -3.53913 0.71510
F 3.92137 -1.76156 -0.06633
F 1.85687 -2.15625 -0.63250
C 3.25696 -1.01955 2.62989
F 3.98290 0.00538 2.22901
F 4.10575 -2.06102 2.91731
F 2.73618 -0.68473 3.82778
*
```

Calculated values
E (eV): -57308.76924
E_HOMO (alpha / beta) (eV): -12.90 / -13.49
Expectation value of S²: 6.009
Frontier orbital gap (alpha / beta) (eV): 8.910 / 7.814


No. 6
Below is a structure of composition C16H13N7O3S2Tl in a non-equilibrium geometry, with properties calculated with wB97M-V/def2-TZVPD.

```
! wB97M-V def2-TZVPD RIJCOSX def2/J DEFGRID3
* xyz -1 1
Tl -0.14716 1.02116 -2.86773
N -5.00593 0.62366 -3.39314
C -3.67768 0.53904 -3.25532
S -2.89573 1.89696 -2.51363
N -3.19929 -0.59344 -3.76653
N -1.89431 -0.76296 -3.62770
C -1.37317 -1.75340 -4.22875
C 0.04491 -2.08824 -4.12102
C 0.64439 -2.99610 -5.00721
C 1.99441 -3.28486 -4.85042
C 2.72221 -2.65162 -3.84863
C 2.05082 -1.77485 -3.01502
N 0.75039 -1.53214 -3.12575
H -5.46887 1.40073 -2.96135
H -5.49639 -0.18143 -3.74191
H -1.97328 -2.41758 -4.85812
H 0.07622 -3.44086 -5.81865
H 2.49009 -3.96875 -5.53015
H 3.77133 -2.86459 -3.68749
H 2.57543 -1.26332 -2.21004
O 1.43230 4.24767 7.05495
S 0.29160 3.77573 6.28537
O -0.06427 4.57744 5.12371
O -0.85411 3.31576 7.06421
C 0.86601 2.19697 5.58524
N 1.52518 1.35874 6.36947
C 1.89535 0.21505 5.83584
C 1.61284 -0.13889 4.51140
C 0.89533 0.79725 3.78168
N 0.54059 1.95197 4.32785
C 0.49634 0.62577 2.36417
C -0.08495 1.70215 1.70755
C -0.40954 1.56328 0.36542
N -0.18789 0.44832 -0.33344
C 0.37166 -0.58494 0.28926
C 0.70317 -0.54402 1.63804
H 2.43762 -0.45070 6.49866
H 1.96087 -1.08045 4.10122
H -0.26046 2.61864 2.25777
H -0.87681 2.38322 -0.17317
H 0.54901 -1.46988 -0.30912
H 1.17174 -1.41647 2.08248
*
```

Calculated values
E (eV): -59742.28466
E_HOMO (eV): -5.36
Frontier orbital gap (eV): 6.878